i:
This record from the OMol25 dataset describes 2 unconnected molecules or ions with the total composition C4H8O3. The level of theory is ωB97M-V with the def2-TZVPD basis set.

Last column: Mulliken charge in e.
Positions of all 15 atoms, in Å:
C (-1.82, -1.42, -1.07)  -0.770
O (3.17, 1.22, 0.92)  -0.560
H (-2.92, -0.62, 0.53)  0.232
H (0.74, 2.05, 1.55)  0.294
H (-0.21, 0.24, -0.45)  0.322
H (-1.16, -2.21, -1.41)  0.280
H (-1.66, -1.86, 0.98)  0.222
H (0.93, 2.47, -0.16)  0.212
C (2.12, 0.85, 0.46)  0.547
O (-0.33, 0.89, 0.29)  -0.442
C (0.83, 1.63, 0.55)  -0.243
O (1.99, -0.29, -0.24)  -0.462
C (-2.17, -1.32, 0.20)  -0.227
H (-2.36, -0.91, -1.85)  0.258
H (2.85, -0.73, -0.31)  0.337

Values from the calculation:
**HOMO**: -10.224 eV
**Structure (SMILES)**: O=C(O)CO.C=C
**LUMO level**: 0.596 eV
**Spin multiplicity**: 1

---

ii:
This record from the OMol25 dataset describes C4H8O3 in the gas phase. The level of theory is ωB97M-V with the def2-TZVPD basis set.

Last column: Mulliken charge in e.
Positions of all 15 atoms, in Å:
H (2.25, -1.24, -0.72)  0.238
C (-1.25, 0.16, 1.14)  -0.648
O (-0.74, 0.33, -1.20)  -0.590
O (-2.38, 0.89, 0.73)  -0.554
H (1.41, 1.03, 1.15)  0.255
C (1.23, 0.53, 0.19)  -0.747
H (2.07, -1.36, 1.07)  0.241
H (-1.66, 0.08, -1.20)  0.366
H (-2.10, 1.75, 0.40)  0.319
O (0.29, -1.38, 0.04)  -0.489
C (-0.20, -0.03, 0.01)  1.121
C (1.65, -0.95, 0.15)  -0.397
H (-1.60, -0.84, 1.40)  0.304
H (1.58, 1.15, -0.64)  0.267
H (-0.77, 0.60, 2.03)  0.313

Values from the calculation:
**HOMO**: -9.949 eV
**Structure (SMILES)**: OC[C@@]1(O)CCO1
**LUMO level**: 0.807 eV
**Spin multiplicity**: 1

---

Relative stability in kcal/mol, measured from the most stable structure: i 0.0; ii 5.4

---

i:
This record from the OMol25 dataset describes a molecular structure, C26H24BBr4InN7O6S2. The level of theory is ωB97M-V with the def2-TZVPD basis set.

Last column: Mulliken charge in e.
Positions of all 71 atoms, in Å:
H (2.77, 3.70, -2.29)  0.364
C (-1.00, 4.12, 2.11)  -0.721
H (-1.42, -3.59, 3.24)  0.416
H (-2.31, -3.87, -0.46)  0.357
C (-0.89, 1.72, 2.88)  0.017
C (0.25, -4.94, -0.08)  -0.646
C (0.77, -2.95, -0.95)  -0.209
C (-3.43, -2.45, 1.75)  -1.280
C (3.24, -0.82, 0.89)  -0.154
H (-5.61, -0.26, 0.54)  0.238
H (0.69, 5.58, -0.42)  0.564
H (-0.16, -3.24, 2.04)  0.074
N (1.88, -3.48, -0.42)  0.061
C (0.94, 3.58, 0.30)  0.599
H (5.47, -1.46, -1.33)  0.490
O (-0.75, 0.56, 2.37)  -0.446
C (-2.04, -2.23, 1.72)  0.497
C (-5.36, -1.32, 0.39)  -1.351
O (3.01, 2.55, -0.32)  -0.481
O (-1.35, 2.01, 3.97)  -0.799
N (-1.74, -1.34, 0.79)  0.421
H (-0.59, -2.03, 3.24)  0.204
H (2.31, -5.30, 0.62)  0.473
H (3.81, 0.84, 3.06)  0.332
C (-0.99, -2.81, 2.61)  -1.238
N (-0.24, -3.84, -0.76)  0.543
Br (-4.14, 3.44, -4.47)  -0.229
H (-1.75, 4.27, 2.88)  0.555
C (-0.41, 2.87, 2.00)  0.576
N (-2.92, -0.97, 0.23)  0.336
Br (-1.19, 3.33, -5.99)  -0.207
C (-1.59, -3.72, -1.27)  -1.057
C (-0.64, 5.11, 1.23)  -0.636
O (0.67, 1.36, -1.51)  -0.320
H (-1.76, -4.45, -2.05)  0.376
Br (-4.38, 2.24, -1.35)  -0.206
H (-2.90, -0.08, -0.27)  -0.077
H (-1.11, 6.08, 1.25)  0.420
O (2.08, 4.05, -1.70)  -0.508
C (0.36, 4.84, 0.29)  -0.681
Br (1.43, 2.04, -4.36)  -0.262
C (2.10, 3.28, -0.60)  0.093
C (-0.34, 1.79, -2.19)  -0.355
H (4.05, -3.83, -0.08)  -0.240
H (-5.52, -1.55, -0.66)  0.255
N (0.54, 2.60, 1.11)  0.295
C (-1.63, 1.79, -1.57)  -0.104
C (-2.61, 2.76, -3.58)  0.286
C (4.91, -1.02, -0.53)  -0.847
H (4.78, 1.91, 2.02)  0.302
In (0.07, 0.21, 0.33)  1.564
H (3.57, -2.98, -1.84)  -0.177
C (-1.38, 2.72, -4.21)  0.431
H (3.02, 1.83, 1.82)  0.123
N (3.73, -1.59, -0.09)  0.432
H (5.93, 0.82, 0.15)  0.438
O (-1.70, 1.31, -0.35)  -0.636
H (-1.71, -2.72, -1.67)  0.258
C (-3.96, -1.60, 0.80)  0.666
N (4.11, 0.20, 1.09)  0.339
H (-3.97, -3.11, 2.41)  0.439
C (3.91, 1.26, 2.06)  -0.766
B (3.35, -3.02, -0.65)  0.660
H (-0.37, -5.77, 0.19)  0.449
C (1.57, -4.70, 0.13)  -0.698
C (5.15, 0.09, 0.20)  -0.362
C (-2.72, 2.28, -2.27)  0.239
S (0.65, -1.42, -1.71)  -0.355
H (-6.05, -1.92, 0.98)  0.400
S (1.80, -0.99, 1.82)  -0.432
C (-0.26, 2.22, -3.52)  -0.106

Values from the calculation:
**HOMO**: -4.609 eV
**LUMO level**: 2.339 eV
**Net charge**: -1
**Spin multiplicity**: 1

---

ii:
This record from the OMol25 dataset describes a molecular structure, C26H24BBr4InN7O6S2. The level of theory is ωB97M-V with the def2-TZVPD basis set.

Last column: Mulliken charge in e.
Positions of all 71 atoms, in Å:
O (-1.66, -0.16, 1.27)  -0.549
N (0.33, 3.22, -2.90)  0.366
O (0.77, 3.27, 0.28)  -0.539
N (-3.25, 0.67, -1.64)  0.472
C (-0.74, -3.92, 0.27)  -0.612
H (4.66, 3.68, 0.85)  0.559
C (4.28, 2.68, 1.03)  -0.941
C (0.30, -3.67, -0.78)  0.555
Br (1.29, 0.68, 5.39)  -0.169
N (-4.19, 0.90, 0.30)  0.318
Br (-3.60, -2.30, 2.20)  -0.167
H (-1.72, -0.33, -3.00)  -0.118
H (2.65, -2.77, 2.34)  0.395
C (1.00, -4.59, -1.61)  -1.299
Br (-0.37, -1.80, 6.93)  -0.210
H (2.01, -1.71, -2.38)  0.107
C (-1.76, 3.13, -3.53)  -0.492
C (-0.49, 0.23, 3.27)  0.269
H (6.15, 1.79, 1.60)  0.424
C (-2.18, -1.50, 3.18)  -0.024
O (0.11, 1.24, 2.69)  -0.974
H (2.66, -3.59, -4.35)  0.308
H (-4.48, -0.94, -2.35)  0.499
C (3.16, 0.25, 1.46)  0.244
C (2.92, 2.44, 0.83)  0.535
H (-5.64, -0.67, 0.13)  0.563
H (-4.64, 0.39, 2.26)  0.343
H (2.29, 2.93, -2.29)  0.250
N (0.70, -2.43, -1.02)  0.057
C (-4.27, -0.25, -1.55)  -0.828
S (-2.14, 2.67, -0.04)  -0.511
O (1.27, -1.19, 1.47)  0.134
N (2.38, 1.25, 1.04)  0.528
C (-1.47, -0.50, 2.52)  -0.046
C (-0.17, -0.21, 4.55)  -0.045
H (-5.20, 2.02, 1.77)  0.275
C (4.51, 0.39, 1.67)  -0.841
H (2.07, 4.15, -3.56)  0.428
S (0.81, 0.73, -1.83)  -0.522
C (-4.85, -0.12, -0.34)  -0.553
C (5.09, 1.64, 1.45)  -0.429
C (-3.21, 1.38, -0.50)  0.025
H (2.71, -5.24, -3.71)  0.329
O (3.22, -2.00, 2.20)  -0.577
H (-0.29, -4.08, 1.25)  0.183
H (5.09, -0.45, 2.01)  0.540
H (3.85, -4.03, -3.12)  0.268
H (-1.39, -3.05, 0.35)  -0.210
H (-2.77, 3.32, -3.88)  0.477
B (-2.36, 0.68, -2.96)  0.204
H (0.88, -5.66, -1.64)  0.407
H (-3.12, 0.80, -3.91)  -0.216
H (-0.56, 4.97, -3.76)  0.475
C (-0.86, -1.26, 5.18)  -0.017
N (-1.41, 1.92, -2.98)  0.118
In (-0.10, 1.21, 0.58)  2.077
C (2.00, 3.56, 0.36)  0.005
C (-0.12, 1.97, -2.62)  -0.066
H (-3.47, 1.71, 2.07)  0.250
N (1.63, -2.55, -1.98)  0.196
H (-1.34, -4.79, 0.02)  0.383
C (-4.40, 1.28, 1.69)  -0.899
H (1.62, 4.50, -1.86)  0.499
Br (-2.89, -3.27, 5.32)  -0.215
C (2.43, -1.04, 1.70)  -0.086
C (1.66, 3.74, -2.64)  -1.239
C (-0.69, 3.94, -3.48)  -0.581
C (1.84, -3.83, -2.37)  0.585
C (2.82, -4.19, -3.45)  -1.248
O (2.54, 4.63, 0.06)  -0.785
C (-1.89, -1.90, 4.50)  0.358

Values from the calculation:
**HOMO**: -4.482 eV
**LUMO level**: 2.202 eV
**Net charge**: -1
**Spin multiplicity**: 1

---

Relative stability in kcal/mol, measured from the most stable structure: i 0.0; ii 8.9

---

i:
This record from the OMol25 dataset describes C5H13N in the gas phase. The level of theory is ωB97M-V with the def2-TZVPD basis set.

Last column: Mulliken charge in e.
Positions of all 19 atoms, in Å:
H (1.36, 1.09, 2.16)  0.337
C (-0.10, -1.00, 0.09)  -0.627
H (0.02, 0.60, 2.16)  0.346
N (0.70, 0.17, 0.35)  0.118
H (2.00, 1.46, -0.56)  0.370
H (-2.08, -0.14, -2.38)  0.327
C (-1.78, 0.34, -1.42)  -1.067
H (-2.13, -1.32, -0.04)  0.328
H (3.02, 0.05, -0.22)  0.260
H (0.37, -1.54, -0.80)  0.402
C (0.90, 0.13, 1.75)  -1.136
H (1.54, 0.04, -1.37)  0.365
C (1.93, 0.43, -0.43)  -1.057
H (-2.63, 1.05, -1.25)  0.285
C (-1.54, -0.39, -0.18)  -0.242
H (-1.80, 0.36, 0.64)  0.153
H (-0.19, -1.57, 1.08)  0.328
H (-0.94, 1.02, -1.96)  0.205
H (1.36, -0.78, 2.39)  0.304

Values from the calculation:
**HOMO**: -8.449 eV
**Structure (SMILES)**: CCCN(C)C
**LUMO level**: 1.138 eV
**Spin multiplicity**: 1

---

ii:
This record from the OMol25 dataset describes C5H13N in the gas phase. The level of theory is ωB97M-V with the def2-TZVPD basis set.

Last column: Mulliken charge in e.
Positions of all 19 atoms, in Å:
H (-2.25, 0.94, -0.45)  0.324
C (-0.37, -1.11, -0.80)  -0.803
C (-1.50, 1.10, -1.22)  -1.167
H (-1.83, 1.71, -2.06)  0.353
C (0.60, -0.35, 1.38)  -0.256
H (-0.38, 0.12, 1.57)  0.287
H (1.92, 1.33, 1.37)  0.347
C (-0.93, -0.19, -1.87)  -0.362
H (-0.12, 0.09, -2.54)  0.307
N (0.78, -0.49, -0.03)  -0.326
H (0.13, -2.00, -1.17)  0.449
H (-1.81, -0.68, -2.29)  0.288
H (0.58, -1.30, 1.94)  0.342
H (-1.12, -1.42, -0.07)  0.339
H (1.57, -1.07, -0.28)  0.233
H (-0.69, 1.71, -0.83)  0.282
H (1.24, 1.04, 2.96)  0.341
H (2.55, 0.05, 2.32)  0.297
C (1.61, 0.54, 2.07)  -1.276

Values from the calculation:
**HOMO**: -8.655 eV
**Structure (SMILES)**: CCCNCC
**LUMO level**: 1.226 eV
**Spin multiplicity**: 1

---

iii:
This record from the OMol25 dataset describes C5H13N in the gas phase. The level of theory is ωB97M-V with the def2-TZVPD basis set.

Last column: Mulliken charge in e.
Positions of all 19 atoms, in Å:
C (1.15, 1.13, 1.86)  -0.938
H (0.02, -1.04, 0.76)  0.228
H (2.21, 0.44, 0.24)  0.241
H (0.12, 0.98, 2.16)  0.326
H (1.28, -0.40, -1.89)  0.412
C (-0.93, 0.46, -0.57)  -0.192
N (1.26, 0.70, 0.46)  -0.339
H (-2.11, -1.10, -1.53)  0.291
C (0.27, -0.27, 0.03)  0.237
H (-0.73, 0.87, -1.55)  0.270
H (-1.22, 1.24, 0.15)  0.262
H (1.30, 2.22, 1.89)  0.294
H (1.92, 0.75, 2.54)  0.277
H (0.23, -1.80, -1.53)  0.400
C (0.96, -1.10, -1.13)  -1.693
H (-3.11, 0.12, -0.72)  0.354
H (-2.27, -1.17, 0.15)  0.331
H (1.80, -1.59, -0.65)  0.428
C (-2.17, -0.44, -0.66)  -1.191

Values from the calculation:
**HOMO**: -8.590 eV
**Structure (SMILES)**: CC[C@@H](C)NC
**LUMO level**: 1.213 eV
**Spin multiplicity**: 1

---

iv:
This record from the OMol25 dataset describes C5H13N in the gas phase. The level of theory is ωB97M-V with the def2-TZVPD basis set.

Last column: Mulliken charge in e.
Positions of all 19 atoms, in Å:
H (-1.06, -0.02, 0.60)  0.206
C (1.13, 1.76, 0.24)  -0.390
H (0.88, 2.77, -0.07)  0.307
H (-1.95, -3.10, -1.10)  0.338
H (2.21, 1.65, 0.10)  0.270
H (0.47, -0.91, 0.63)  0.273
H (-0.36, 1.78, 1.83)  0.321
C (-0.21, -0.34, 0.00)  -0.484
C (-0.73, -1.29, -1.11)  -0.401
H (-1.49, -0.77, -1.68)  0.339
H (1.08, 0.95, 2.37)  0.314
N (0.33, 0.87, -0.60)  -0.321
H (-1.78, -2.39, 0.47)  0.319
C (0.73, 1.76, 1.72)  -1.148
H (1.10, 2.70, 2.12)  0.368
H (0.09, -1.49, -1.80)  0.341
H (-0.37, -3.16, -0.15)  0.325
H (0.82, 0.72, -1.47)  0.234
C (-1.24, -2.58, -0.45)  -1.212

Values from the calculation:
**HOMO**: -8.420 eV
**Structure (SMILES)**: CCCNCC
**LUMO level**: 1.194 eV
**Spin multiplicity**: 1

---

Relative stability in kcal/mol, measured from the most stable structure: i 62.1; ii 3.7; iii 1.5; iv 0.0

---

i:
This record from the OMol25 dataset describes C5H13N in the gas phase. The level of theory is ωB97M-V with the def2-TZVPD basis set.

Last column: Mulliken charge in e.
Positions of all 19 atoms, in Å:
H (-2.70, 0.64, 0.27)  0.665
H (-2.49, 0.47, -1.01)  0.565
C (-1.07, -0.89, 0.00)  -0.065
C (2.52, -0.09, -0.33)  -1.395
H (-1.06, 1.80, -0.26)  0.336
C (-2.44, -0.18, -0.18)  -1.924
H (-1.11, -1.55, -0.76)  0.293
H (1.29, -1.39, 0.08)  0.866
H (-1.02, -1.32, 1.23)  0.247
H (2.56, -0.29, -1.38)  0.327
H (1.30, -0.38, 1.32)  0.433
H (0.55, 1.86, -0.08)  0.669
H (2.70, 0.85, -0.26)  0.531
N (-0.02, -0.02, -0.19)  0.014
H (-0.38, 1.51, 1.03)  0.739
C (-0.08, 1.36, 0.12)  -1.838
H (-3.22, -0.94, -0.11)  0.298
H (3.38, -0.85, 0.21)  0.266
C (1.28, -0.57, 0.31)  -1.028

Values from the calculation:
**HOMO**: -7.971 eV
**Structure (SMILES)**: CCN(C)CC
**LUMO level**: 1.118 eV
**Spin multiplicity**: 1

---

ii:
This record from the OMol25 dataset describes C5H13N in the gas phase. The level of theory is ωB97M-V with the def2-TZVPD basis set.

Last column: Mulliken charge in e.
Positions of all 19 atoms, in Å:
H (0.50, -2.78, -0.86)  0.384
C (-0.43, -2.16, -0.62)  -1.335
C (1.46, -0.53, -1.10)  -1.215
C (0.16, -0.70, -0.33)  0.931
C (-0.54, 1.64, 0.51)  -0.363
H (0.52, 2.18, 2.10)  0.255
C (-0.88, 0.45, -0.37)  -0.758
H (-1.91, 0.19, -0.02)  0.302
H (-0.90, 0.62, -1.54)  0.290
H (-0.72, -2.65, 0.53)  0.258
H (0.61, 0.55, 1.99)  0.262
H (1.58, -1.24, -1.95)  0.374
N (-0.07, 1.38, 1.89)  -0.643
H (-1.16, -2.28, -1.39)  0.344
H (2.43, -0.61, -0.53)  0.253
H (-1.40, 2.44, 0.72)  0.270
H (0.28, 2.03, -0.07)  0.256
H (1.49, 0.57, -1.57)  0.284
H (0.58, -0.88, 0.84)  -0.150

Values from the calculation:
**HOMO**: -9.187 eV
**Structure (SMILES)**: CC(C)CCN
**LUMO level**: 1.024 eV
**Spin multiplicity**: 1

---

Relative stability in kcal/mol, measured from the most stable structure: i 121.5; ii 0.0